No. 1
Entry from the OMol25 dataset: a molecular structure, C20H30F3GeIrN6S2 in a non-equilibrium geometry (ωB97M-V/def2-TZVPD).

Structure (XYZ):
```
63
Properties=species:S:1:pos:R:3:forces:R:3:lowdin_charge:R:1
Ir 0.26764 -0.74439 0.28801 0.302 0.083 -1.154 1.016
C -2.71257 0.72986 3.50524 0.010 0.029 -0.004 -0.065
C -1.25580 1.17359 3.33934 -0.019 0.027 0.018 -0.216
C -0.32466 0.01110 3.37652 -0.005 -0.017 0.018 -0.570
N 0.12562 -0.60630 2.33842 0.263 0.138 -0.214 -0.199
N 0.93100 -1.69758 2.56782 -0.130 0.002 0.359 -0.015
C 1.08068 -1.89948 3.85011 -0.092 0.000 0.034 -0.665
N 1.79054 -2.90503 4.37509 0.075 0.005 0.023 0.132
S 0.23190 -0.73841 4.83653 -0.007 -0.012 -0.063 1.180
H -3.36961 1.59501 3.45509 -0.024 0.017 0.003 0.089
H -2.87213 0.24251 4.46616 -0.009 -0.018 0.011 0.083
H -2.99830 0.03444 2.71538 -0.004 -0.017 -0.012 0.073
H -0.98177 1.87937 4.12464 -0.006 -0.001 0.008 0.123
H -1.11384 1.67781 2.38316 -0.003 -0.012 0.022 0.092
H 2.34935 -3.48160 3.76775 -0.038 -0.011 -0.004 0.124
H 1.95235 -2.96992 5.36480 -0.005 -0.016 -0.008 0.116
F -4.87071 -5.33992 -0.28858 0.082 -0.136 0.055 0.172
C -5.06186 -4.05585 -0.57548 -0.003 0.010 -0.005 -0.605
F -5.44455 -3.96146 -1.84880 -0.001 0.046 -0.153 0.178
F -6.05593 -3.59876 0.18811 -0.073 0.094 0.110 0.178
C -3.80628 -3.23858 -0.34206 0.020 0.009 0.018 -0.064
C -2.67736 -3.79565 0.23086 0.024 -0.025 -0.011 0.050
C -1.56846 -2.99400 0.41442 -0.084 0.009 0.082 -0.096
N -1.54754 -1.69883 0.06356 0.155 0.011 0.519 -0.127
C -2.64446 -1.16238 -0.49169 0.025 -0.002 -0.018 -0.075
C -3.78919 -1.90188 -0.70604 0.005 0.029 -0.027 0.053
H -2.64915 -4.83386 0.52731 -0.006 -0.010 -0.008 0.138
H -0.66119 -3.38318 0.85888 -0.005 -0.025 0.014 0.112
H -2.59018 -0.12425 -0.77703 0.015 0.006 -0.019 0.101
H -4.65127 -1.43350 -1.16052 -0.004 -0.002 -0.008 0.145
C -1.75649 3.52408 -1.71554 0.082 -0.098 0.050 -0.208
Ge -0.45314 2.09346 -1.99970 -0.084 -0.178 -0.209 0.761
C 1.29427 2.92133 -2.34176 -0.100 0.006 0.133 -0.194
C -1.04397 0.97947 -3.50188 -0.068 0.071 0.128 -0.217
C -0.41384 1.14237 -0.25094 -0.114 -0.045 0.402 -0.409
H -1.77845 4.18098 -2.58425 -0.004 0.018 -0.018 0.033
H -1.50307 4.12429 -0.84158 0.012 0.015 0.001 0.027
H -2.75798 3.11692 -1.57437 -0.007 -0.009 -0.009 0.024
H 1.36678 3.25926 -3.37451 -0.009 -0.023 -0.033 0.033
H 2.12973 2.25906 -2.13072 0.076 -0.064 -0.059 -0.026
H 1.40182 3.79624 -1.69937 0.011 0.023 0.007 0.032
H -0.69377 1.41090 -4.43876 0.039 -0.004 -0.029 0.027
H -2.13394 0.97235 -3.54447 -0.015 -0.014 0.021 0.023
H -0.69900 -0.04997 -3.43779 0.054 -0.004 -0.023 -0.030
H -1.43237 1.23892 0.14244 0.006 -0.074 0.004 -0.013
H 0.18191 1.79085 0.40731 0.012 0.060 -0.055 -0.008
C 5.31868 0.96235 -3.01654 0.025 0.014 -0.049 0.025
C 4.29149 0.66767 -1.98625 -0.054 -0.016 0.043 -0.231
C 4.27898 1.18544 -0.71707 -0.063 -0.053 -0.087 0.058
C 3.20988 0.89067 0.14449 0.000 0.027 0.119 -0.253
N 2.24876 0.05628 -0.24097 -0.372 -0.281 0.056 -0.034
C 2.28539 -0.49696 -1.47407 0.118 -0.040 0.016 -0.750
S 1.03467 -1.58768 -1.77960 -0.171 0.469 -0.305 0.761
N 3.26260 -0.15519 -2.34077 0.146 0.011 0.280 0.155
C 3.09836 1.50174 1.49480 -0.043 0.006 0.010 0.019
H 6.18595 1.43867 -2.56912 0.001 0.010 0.005 0.103
H 4.90138 1.64076 -3.76497 -0.004 -0.002 -0.008 0.115
H 5.63679 0.05159 -3.52468 0.005 -0.009 -0.006 0.108
H 5.07285 1.84175 -0.39620 0.008 0.006 0.012 0.143
H 3.22337 -0.54335 -3.27683 0.033 -0.023 0.011 0.181
H 4.06847 1.81284 1.87317 0.014 -0.003 0.004 0.102
H 2.62879 0.80476 2.18680 0.002 -0.017 0.009 0.077
H 2.46283 2.38927 1.42675 0.006 0.011 -0.009 0.108
```
Positions in Å, forces in eV/Å.

Calculated values
Kohn-Sham gap	0.283	Ha
net charge	+2
LUMO	-6.30	eV
HOMO level	-14.00	eV
largest force on an atom	0.0233	hartree/bohr
ΔE to the lowest compared entry with this formula, charge and spin	10.5	kcal per mole

No. 2
Entry from the OMol25 dataset: a molecular structure, C13H11Br3N2O4 in a non-equilibrium geometry (ωB97M-V/def2-TZVPD).

Structure (XYZ):
```
33
Properties=species:S:1:pos:R:3:forces:R:3:lowdin_charge:R:1
C -1.44564 -2.60996 6.08191 -0.295 -0.162 0.373 -1.549
Br 0.08184 -3.64568 6.67775 -0.379 0.152 -0.170 0.544
Br -1.53530 -0.93042 7.10209 -0.199 -0.777 -0.496 0.529
Br -3.12132 -3.70326 6.18340 1.083 0.879 -0.036 0.503
H -1.27644 -2.35267 5.03630 -0.207 -0.094 0.320 -0.028
C 0.95571 3.30568 -0.65224 -0.689 0.068 1.632 -0.020
C 0.19258 2.66051 0.44228 1.029 1.042 -4.681 -0.074
C 0.72519 2.60366 1.65291 1.784 2.171 2.495 -0.028
C 1.88074 3.44196 1.89537 0.134 -0.465 -0.130 -0.084
C 2.57742 4.14450 0.88452 -0.574 -0.316 1.542 -0.020
C 2.11320 4.06851 -0.39245 -2.155 -1.692 -1.239 -0.089
N 2.37407 3.66759 3.28752 1.130 1.466 -0.071 -0.356
O 1.99343 3.02589 4.23271 -0.744 -0.823 -0.332 0.086
O 3.18121 4.59369 3.41255 -0.519 -0.652 -0.318 0.042
H 0.59167 3.31204 -1.66901 -0.298 -0.194 0.022 0.091
H -0.79463 2.24896 0.29249 0.109 -0.203 -0.445 0.105
H 0.08883 2.17740 2.41431 0.669 -0.061 0.589 0.120
H 3.40656 4.82694 0.99947 0.052 -0.308 0.954 0.120
H 2.59368 4.60088 -1.20000 0.069 -0.045 -0.018 0.107
C -1.35966 -1.73091 -5.01121 -2.268 0.365 -2.255 -0.112
C -0.31843 -2.52363 -4.86648 3.357 -1.311 0.427 -0.087
C 0.00573 -3.07583 -3.62880 0.731 -0.032 0.955 -0.003
C -0.82804 -2.88679 -2.55239 -1.617 1.812 0.178 -0.107
C -2.02593 -2.10993 -2.76595 0.683 -1.549 0.676 0.010
C -2.29615 -1.65532 -4.03128 -0.902 1.018 1.364 -0.084
N -0.52250 -3.40243 -1.17011 -1.041 -2.184 1.044 -0.312
O -1.20794 -3.03311 -0.19988 1.122 0.377 -1.971 0.051
O 0.23349 -4.38187 -1.08337 -0.405 1.834 -0.627 0.060
H -1.60791 -1.36319 -5.99587 0.110 0.340 -0.071 0.119
H 0.37825 -2.65385 -5.68139 0.108 -0.090 -0.029 0.116
H 0.98815 -3.48593 -3.44691 -0.094 -0.541 -0.177 0.122
H -2.78928 -1.97627 -2.01372 0.287 -0.146 0.337 0.113
H -3.23259 -1.15716 -4.23451 -0.070 0.121 0.159 0.114
```
Positions in Å, forces in eV/Å.

Calculated values
Kohn-Sham gap	0.334	Ha
net charge	0
LUMO	-0.80	eV
HOMO level	-9.90	eV
largest force on an atom	0.0954	hartree/bohr
ΔE to the lowest compared entry with this formula, charge and spin	40.1	kcal per mole

No. 3
Entry from the OMol25 dataset: a gas-phase ion, C4H11N2 (charge +1) in a non-equilibrium geometry (ωB97M-V/def2-TZVPD).

Structure (XYZ):
```
17
Properties=species:S:1:pos:R:3:forces:R:3:lowdin_charge:R:1
C -1.23936 -0.59645 0.82147 0.139 0.329 0.181 -0.108
C -0.62512 0.79142 0.54049 0.648 0.406 0.439 -0.124
C 0.65399 0.84664 -0.27291 -1.059 -0.645 -0.217 -0.435
C 0.75688 1.56120 -1.38006 1.161 0.372 -0.647 0.078
N 1.63169 -0.10245 0.15914 0.809 0.456 0.271 0.060
N -0.67221 -1.71844 -0.02260 -0.361 0.407 -0.576 0.190
H -1.09699 -0.85209 1.86269 0.034 -0.290 0.051 0.126
H -2.30335 -0.57760 0.62345 -0.124 0.001 0.027 0.126
H -1.38392 1.43695 0.11606 0.037 0.128 -0.208 0.118
H -0.34215 1.24402 1.50198 -0.369 -0.191 0.010 0.131
H 1.71321 1.62116 -1.90500 -0.128 -0.241 0.168 0.078
H 0.02827 2.21269 -1.83014 -0.565 -0.127 0.354 0.073
H 2.10857 0.18498 1.02405 -0.578 -0.202 -0.132 0.115
H 2.39148 -0.14938 -0.51397 -0.087 -0.036 -0.126 0.096
H -1.40574 -2.14393 -0.58915 -0.010 -0.155 0.137 0.171
H 0.01397 -1.32116 -0.67834 0.243 -0.218 0.343 0.135
H -0.22925 -2.43755 0.54283 0.210 0.007 -0.075 0.169
```
Positions in Å, forces in eV/Å.

Calculated values
Kohn-Sham gap	0.358	Ha
net charge	+1
LUMO	-3.43	eV
HOMO level	-13.18	eV
largest force on an atom	0.0268	hartree/bohr
ΔE to the lowest compared entry with this formula, charge and spin	30.9	kcal per mole

- What is the formula in the second record?
  C13H11Br3N2O4

- Which of these has the highest ΔE to the lowest compared entry with this formula, charge and spin?
  C13H11Br3N2O4